DFT (ωB97M-V/def2-TZVPD) results for a 3-piece molecular cluster, C25H19F3O9S overall at a distorted geometry.

Atoms and positions in Å:
C -3.2211 -1.6499 -0.3452
C -2.0708 -1.9334 -0.1251
C -0.8110 -2.6537 -0.0821
C 0.3328 -2.1192 -0.5242
O 0.3927 -0.8665 -1.0073
C 1.3301 -0.0257 -0.2962
C 0.6771 1.1462 0.4509
C -0.1193 0.7382 1.7375
C 0.5136 -0.4085 2.5570
C 1.5887 -3.0130 -0.4618
O 2.3937 -3.0598 -1.3446
C 1.6890 -3.8399 0.8315
C 0.5517 -4.3420 1.2954
S 0.5773 -5.2712 2.8339
O 1.2538 -4.4525 3.8074
O -0.7669 -5.5084 3.2721
C 1.5562 -6.8521 2.7064
F 0.7707 -7.8092 2.2585
F 2.6071 -6.6614 1.9164
F 1.9857 -7.1453 3.9137
C -0.7360 -4.0803 0.4773
O -1.5596 -4.9175 0.2737
H -4.1885 -1.2453 -0.5760
H 1.9972 0.4269 -1.0671
H 2.0010 -0.5662 0.3924
H 0.0122 1.7359 -0.1927
H 1.5070 1.8035 0.7725
H -1.1851 0.5337 1.5325
H -0.1329 1.6246 2.3993
H 0.0693 -0.4654 3.5656
H 0.3428 -1.3999 2.1024
H 1.6038 -0.2919 2.6839
H 2.6416 -3.9748 1.3543
O 3.7313 1.9456 -1.8383
C 3.3452 2.2560 -2.9475
C 2.3334 1.4474 -3.6725
C 1.9169 1.7926 -4.8882
C 2.4436 2.9995 -5.5698
O 2.0621 3.3143 -6.6764
C 3.4545 3.8070 -4.8455
C 3.8715 3.4623 -3.6299
H 1.9578 0.5695 -3.1624
H 1.1806 1.2153 -5.4328
H 3.8285 4.6838 -5.3586
H 4.6080 4.0397 -3.0857
O -1.5618 3.0859 0.6267
C -2.7110 3.3913 0.8690
C -3.0354 4.4489 1.8550
C -4.2964 4.7806 2.1210
C -5.4299 4.1076 1.4413
O -6.5779 4.4112 1.6822
C -5.1040 3.0491 0.4547
C -3.8428 2.7179 0.1893
H -2.1955 4.9294 2.3405
H -4.5535 5.5497 2.8381
H -5.9436 2.5683 -0.0310
H -3.5843 1.9485 -0.5279

Forces on atoms 1 to 6 (eV/Å):
0.146 0.622 0.060
0.131 -1.373 -0.515
-0.357 0.031 0.486
0.211 -0.197 0.441
0.264 -0.537 0.338
1.136 1.720 -0.629

## Properties
Net charge   0
HOMO-LUMO gap   7.9 eV